DFT (the ωB97M-V functional and the def2-TZVPD basis) results for the ion C4H10N5O with charge +1 at a distorted geometry.

Structure (XYZ):
```
20
C4H10N5O (the ωB97M-V functional and the def2-TZVPD basis)
C -0.609 -1.653 0.116
C -1.895 0.382 -0.080
C 0.617 -0.894 0.610
C 0.464 0.720 0.242
N -1.718 -1.024 -0.164
N -0.877 1.164 -0.115
N -3.132 0.844 -0.137
N 1.445 0.943 -0.896
N 1.847 -1.324 -0.042
O 0.987 1.467 1.234
H -0.652 -2.702 -0.100
H 0.821 -1.031 1.679
H -3.825 0.102 -0.027
H -3.416 1.824 -0.238
H 1.646 -0.187 -1.059
H 1.077 1.365 -1.740
H 2.618 -1.379 0.528
H 2.356 1.379 -0.674
H 1.926 -2.271 -0.514
H 0.320 2.275 1.375
```

net charge = +1
LUMO level = -3.8 eV
SMILES = NC1=N[C@@]([NH3+])(O)[C@H](N)C=N1
multiplicity = 1